A gas-phase ion, C5H9N2O (charge +1), computed with ωB97M-V/def2-TZVPD.

Cartesian coordinates (Å):
C1 -0.08375 -1.74966 -0.39928
C2 -1.82820 -0.08706 0.04715
C3 1.12759 0.19403 0.32904
C4 -1.62076 1.05982 -0.94057
C5 2.37744 0.77122 0.56236
N1 -1.23644 -1.22785 -0.10693
N2 1.07192 -1.10495 -0.00530
O1 -2.65802 0.11078 1.00220
H1 -0.09835 -2.68166 -0.88193
H2 -1.29341 0.51558 -1.87831
H3 -0.88012 1.62180 -0.37378
H4 -2.48147 1.66124 -1.02173
H5 2.58832 1.05036 1.61124
H6 2.28141 1.83850 0.16049
H7 3.43564 0.29497 0.20073
H8 1.88744 -1.77937 -0.06223
H9 -2.58924 -0.48776 1.75685

Properties
Charge ... +1
E ... -380.30356 a.u.
Frontier orbital gap ... 7.853 eV

Atom-resolved charges from natural (NBO), all expressed in e: 0.427, 0.751, 0.177, -0.678, -0.811, -0.460, -0.607, -0.581, 0.235, 0.246, 0.289, 0.260, 0.319, 0.293, 0.219, 0.396, 0.523


A molecular structure, C31H33BrN4NaO, computed with ωB97M-V/def2-TZVPD.

Cartesian coordinates (Å):
Na1 -0.08842 0.43761 0.04337
C1 -2.61967 -0.42840 4.94864
C2 -1.39170 -1.05526 5.10841
C3 -0.33518 -0.76586 4.26008
C4 -0.48244 0.16661 3.22101
C5 -1.73190 0.78510 3.06602
C6 -2.78018 0.49175 3.91878
N1 0.50849 0.41093 2.28728
C7 1.75679 0.68032 2.55860
C8 2.27414 0.98047 3.87345
C9 3.57772 1.31058 4.05757
C10 4.50210 1.35214 2.97317
C11 4.07045 1.07831 1.71417
C12 2.71089 0.74849 1.45754
N2 2.19435 0.54267 0.24071
N3 2.95792 0.60066 -0.78684
C13 2.28551 0.36919 -1.97514
C14 2.97122 0.63929 -3.17122
C15 2.33295 0.42966 -4.37422
C16 1.02549 -0.04898 -4.38033
C17 0.42524 -0.29214 -3.15580
N4 1.02627 -0.09776 -1.98928
H1 -3.44414 -0.66087 5.61151
H2 -1.25804 -1.79308 5.89189
H3 0.61568 -1.27533 4.36579
H4 -1.86316 1.47610 2.24339
H5 -3.74016 0.97270 3.76879
H6 1.58622 0.96613 4.70844
H7 3.92762 1.56404 5.05247
H8 5.53502 1.61760 3.16044
H9 4.74040 1.11367 0.86500
H10 3.98189 1.01922 -3.11150
H11 2.83969 0.64296 -5.30773
H12 0.49435 -0.22816 -5.30477
H13 -0.59338 -0.66639 -3.10090
C18 -8.03860 0.17772 -1.13186
C19 -7.24556 -0.33223 0.08219
C20 -7.41141 -1.85257 0.13824
C21 -7.84427 0.26493 1.36555
C22 -5.78068 0.08205 -0.03733
C23 -4.73170 -0.82504 -0.03944
C24 -3.43505 -0.36318 -0.13696
Br1 -2.00766 -1.64462 -0.15411
C25 -3.04948 0.99526 -0.24884
O1 -1.81949 1.32792 -0.35893
C26 -4.15183 1.91892 -0.23063
C27 -5.44530 1.43694 -0.13938
C28 -3.86726 3.41783 -0.34810
C29 -3.19270 3.69703 -1.70067
C30 -2.94351 3.87638 0.79216
C31 -5.14204 4.26369 -0.26874
H14 -9.07772 -0.16094 -1.07597
H15 -7.59650 -0.20214 -2.05473
H16 -8.03882 1.26755 -1.18149
H17 -8.47189 -2.10217 0.22043
H18 -6.89427 -2.27977 0.99944
H19 -7.01945 -2.32060 -0.76706
H20 -8.88870 -0.04000 1.48652
H21 -7.80646 1.35481 1.34187
H22 -7.27661 -0.07247 2.23465
H23 -4.90083 -1.88998 0.03958
H24 -6.25837 2.15245 -0.13940
H25 -2.30490 3.07562 -1.80892
H26 -2.89590 4.74831 -1.77226
H27 -3.88138 3.47402 -2.51972
H28 -1.97029 3.39908 0.70556
H29 -3.37977 3.61637 1.76003
H30 -2.80691 4.96142 0.75347
H31 -5.83160 4.03286 -1.08404
H32 -4.87625 5.32025 -0.34407
H33 -5.65788 4.10870 0.68226

Properties
Charge ... -1
E ... -4231.78980 a.u.
Frontier orbital gap ... 5.980 eV

Atom-resolved charges from Löwdin, all expressed in e: 0.186, -0.123, -0.111, -0.049, -0.283, -0.018, -0.090, 0.073, -0.224, -0.030, -0.101, -0.125, -0.044, -0.217, 0.027, 0.051, -0.325, -0.029, -0.092, -0.084, -0.135, 0.099, 0.087, 0.092, 0.109, 0.091, 0.099, 0.099, 0.094, 0.084, 0.094, 0.100, 0.098, 0.092, 0.102, -0.057, -0.564, -0.077, -0.054, -0.200, -0.100, -0.531, 0.826, -0.439, -0.198, -0.090, -0.003, -0.536, -0.044, -0.047, -0.081, 0.076, 0.087, 0.073, 0.077, 0.083, 0.084, 0.077, 0.074, 0.087, 0.087, 0.087, 0.074, 0.079, 0.084, 0.072, 0.085, 0.078, 0.078, 0.078, 0.083


A gas-phase ion, C5H9ClN3 (charge +1), computed with ωB97M-V/def2-TZVPD.

Cartesian coordinates (Å):
C1 -0.63641 1.08934 -1.71452
N1 -0.10876 0.22007 -0.63724
C2 0.99368 -0.60835 -1.02332
C3 1.43746 -1.63562 0.07893
N2 1.27598 -1.57942 1.31528
C4 0.41515 -0.64879 1.95171
Cl1 -0.92666 -1.52344 2.74517
C5 -0.53030 0.29009 0.61481
N3 -1.44278 1.12134 1.16721
H1 0.04198 1.35341 -2.43420
H2 -1.30237 0.59515 -2.43433
H3 -1.06595 2.00934 -1.28421
H4 1.93843 -0.11796 -1.14425
H5 0.75658 -1.25306 -1.91105
H6 1.99867 -2.39748 -0.50304
H7 0.79345 0.16205 2.58019
H8 -1.51636 1.36404 2.12553
H9 -2.12180 1.55931 0.50732

Properties
Structure (SMILES) ... CN1CC=N[C@H](Cl)C1=[NH2+]
Charge ... +1
E ... -820.06496 a.u.
Frontier orbital gap ... 10.481 eV

Atom-resolved charges from natural (NBO), all expressed in e: -0.442, -0.370, -0.299, 0.199, -0.416, -0.011, 0.032, 0.545, -0.760, 0.242, 0.242, 0.222, 0.249, 0.243, 0.214, 0.248, 0.444, 0.419


A single C22H20N4O2 molecule, computed with ωB97M-V/def2-TZVPD.

Cartesian coordinates (Å):
C1 4.93834 0.16849 -2.14200
O1 5.30485 0.69276 -0.88459
C2 4.35346 1.53541 -0.33015
C3 4.54510 2.90595 -0.41987
C4 3.62906 3.78132 0.13627
C5 2.50881 3.28488 0.78012
C6 2.31364 1.91999 0.87410
C7 3.22591 1.02166 0.32516
C8 3.01560 -0.41594 0.45317
C9 3.97085 -1.36681 0.70077
N1 3.40063 -2.60694 0.78292
C10 2.06195 -2.48945 0.58790
N2 1.17952 -3.47710 0.58581
C11 -0.06713 -3.12608 0.34820
C12 -0.49151 -1.81086 0.08707
C13 -1.90392 -1.53537 -0.18749
C14 -2.68424 -2.40511 -0.95343
N3 -3.96637 -2.21592 -1.19804
C15 -4.55122 -1.13463 -0.71790
C16 -3.87132 -0.16789 0.02139
C17 -4.57270 1.00622 0.62709
O2 -4.59640 1.15388 1.83628
N4 -5.18145 1.86384 -0.22444
C18 -5.08988 1.82078 -1.66108
C19 -5.94631 2.96564 0.31163
C20 -2.53139 -0.39361 0.30638
C21 0.44696 -0.78423 0.09553
C22 1.76748 -1.11511 0.37119
H1 5.74968 -0.49017 -2.44670
H2 4.00530 -0.40271 -2.08465
H3 4.81999 0.96773 -2.88294
H4 5.42563 3.27272 -0.92596
H5 3.79034 4.84650 0.06525
H6 1.79039 3.96185 1.21813
H7 1.45730 1.53364 1.40625
H8 5.02596 -1.23016 0.83424
H9 3.88137 -3.46955 0.97382
H10 -0.78637 -3.93284 0.37563
H11 -2.25178 -3.29256 -1.39642
H12 -5.60877 -1.03972 -0.92615
H13 -4.35757 1.08394 -1.98091
H14 -4.78583 2.80247 -2.03475
H15 -6.05952 1.57193 -2.10265
H16 -5.50110 3.92007 0.02039
H17 -5.94468 2.88223 1.39658
H18 -6.97308 2.92484 -0.05812
H19 -1.99326 0.30951 0.92564
H20 0.15804 0.23059 -0.13770

Properties
Structure (SMILES) ... COc1ccccc1-c1c[nH]c2ncc(-c3cncc(C(=O)N(C)C)c3)cc12
E ... -1219.87408 a.u.
Frontier orbital gap ... 8.553 eV

Atom-resolved charges from natural (NBO), all expressed in e: -0.246, -0.535, 0.281, -0.251, -0.195, -0.225, -0.205, -0.021, -0.151, 0.017, -0.520, 0.339, -0.424, 0.031, -0.050, -0.093, 0.044, -0.409, 0.047, -0.162, 0.665, -0.617, -0.424, -0.408, -0.419, -0.133, -0.168, -0.115, 0.193, 0.179, 0.173, 0.223, 0.214, 0.215, 0.213, 0.230, 0.424, 0.195, 0.195, 0.194, 0.225, 0.197, 0.194, 0.192, 0.250, 0.194, 0.226, 0.221


A single C2H4N2S2 molecule, computed with ωB97M-V/def2-TZVPD.

Cartesian coordinates (Å):
N1 2.03718 -0.17539 -0.01111
N2 0.74070 0.18919 -0.24026
C1 -0.30916 -0.60355 -0.15742
C2 -1.65485 0.08171 -0.11296
S1 -2.78731 -1.15209 -0.03473
S2 -1.93446 1.79152 -0.10555
H1 2.80968 0.51573 0.22950
H2 2.24172 -1.19214 -0.00913
H3 -0.45805 -1.80891 -0.10585
H4 -0.68545 2.35393 0.54752

Properties
Structure (SMILES) ... N/N=C/C(=S)S
E ... -984.38441 a.u.
Frontier orbital gap ... 7.885 eV

Atom-resolved charges from natural (NBO), all expressed in e: -0.635, -0.207, -0.092, -0.328, -0.015, 0.112, 0.408, 0.364, 0.215, 0.177


2 unconnected molecules or ions with the total composition C6H9N, computed with ωB97M-V/def2-TZVPD.

Cartesian coordinates (Å):
C1 -2.25770 -0.35186 -0.76336
C2 -2.47313 0.83765 -0.36151
N1 -1.53631 0.71473 -1.53197
H1 -2.25257 -1.42740 -0.71748
H2 -2.79486 1.61025 0.31509
H3 -2.07025 0.90225 -2.38839
C3 0.58508 -2.11359 -0.06754
C4 0.81690 -0.85483 0.20568
C5 1.01116 0.41358 0.45152
C6 2.20596 0.99974 1.15591
H4 0.05041 -2.76009 0.62598
H5 0.92077 -2.55760 -1.00226
H6 0.25263 1.09875 0.07020
H7 1.90841 1.49999 2.08569
H8 2.68675 1.75516 0.52376
H9 2.94678 0.23327 1.39868

Properties
Structure (SMILES) ... C1=CN1.C=C=CC
E ... -288.57250 a.u.
Frontier orbital gap ... 9.478 eV

Atom-resolved charges from natural (NBO), all expressed in e: -0.053, -0.087, -0.637, 0.235, 0.229, 0.316, -0.521, 0.105, -0.283, -0.624, 0.214, 0.218, 0.243, 0.214, 0.216, 0.216


no.,LUMO energy (eV)
1,-5.105
2,2.032
3,-3.397
4,0.444
5,-0.710
6,1.107